Record 1
41
Properties=species:S:1:pos:R:3:forces:R:3 method="wB97M-V/def2-TZVPD" homo_lumo_gap_ev="5.7 / 5.6" multiplicity=3 e_homo_ev="-10.46 / -10.47" total_charge=+1
C 0.93643 3.27297 -6.62393 -0.139 -0.147 0.221
C -2.70530 -0.25127 1.30091 -0.045 0.790 -0.397
H 1.40818 -3.43155 1.78537 -0.222 -0.144 0.213
C -1.90203 0.67519 2.03903 -0.879 1.075 -0.370
H 2.35706 0.59228 0.40125 -0.338 0.035 -0.043
C 0.16120 3.17576 -5.46907 -0.027 0.327 0.191
W -0.50466 -0.61507 0.92714 6.707 -4.792 0.703
C 1.98160 -1.27800 1.61386 -0.630 0.046 -0.906
H -0.91158 3.38098 -5.52278 0.376 0.249 0.082
H 1.05732 -0.61634 -1.55247 0.091 -0.132 0.115
H 0.53154 3.33399 -0.78852 -0.152 0.654 -0.546
C 2.29155 2.87059 -6.60640 -0.095 0.104 0.596
H -3.41562 -0.93494 1.75482 0.339 -0.091 -0.249
H -2.89465 -0.62477 -0.90234 0.286 -0.258 0.019
C -1.43230 0.94400 -0.23347 -1.455 1.236 0.525
C 0.84756 -2.36767 -0.10773 0.448 0.849 0.420
H -0.51653 2.31049 1.31639 0.072 -0.342 -0.027
H -0.80963 3.38449 -2.82363 -0.363 0.328 -0.216
H 2.91035 2.96601 -7.50390 -0.335 -0.108 0.269
N -0.74963 -2.00369 2.24810 -1.796 -1.241 1.971
C 2.09623 2.33404 -4.26683 0.460 0.191 0.163
H 1.82156 3.99723 -1.94459 -1.035 0.251 0.227
O -1.43565 -2.99148 4.30708 0.597 0.259 -1.525
H 0.51117 3.66110 -7.56247 0.088 -0.371 0.617
C -2.37374 -0.13613 -0.09328 -1.321 1.326 0.187
C 2.84937 2.34820 -5.42593 -0.161 0.139 -0.501
C 0.76541 2.86669 -4.18754 0.773 -1.152 -1.915
C -1.09654 -2.53477 3.26744 -0.815 0.105 1.479
H -1.08252 1.38522 -1.15373 0.267 -0.331 0.015
H 2.52328 1.94924 -3.34412 -0.115 0.003 0.079
C 1.44174 -2.53778 1.19604 -0.420 1.580 -1.183
O 1.92137 2.06005 -1.47740 -0.755 0.107 -0.549
H 0.21254 -3.04503 -0.66295 0.412 -0.295 0.092
C 0.22404 3.10302 -2.93687 0.890 0.438 0.343
H -1.96802 0.85982 3.10775 0.249 -0.223 -0.263
C 1.10522 3.15040 -1.72411 0.958 -1.356 1.027
C 1.87234 -0.37349 0.49912 -0.193 -0.063 0.266
H 3.87594 1.95791 -5.41937 -0.557 0.224 -0.002
H 2.37916 -1.02985 2.60406 -0.059 -0.242 -0.588
C 1.18673 -1.04394 -0.56466 -0.116 0.226 0.050
C -1.13054 1.44431 1.09316 -0.992 0.745 -0.589

=====

Record 2
14
Properties=species:S:1:pos:R:3:forces:R:3 method="wB97M-V/def2-TZVPD" homo_lumo_gap_ev="6.7 / 5.5" multiplicity=2 e_homo_ev="-2.31 / -2.31" total_charge=-1
H 0.69832 1.04391 -1.90390 0.032 0.129 -0.057
H 3.27943 0.20637 -1.31727 -0.192 -0.015 0.116
H -2.91957 -1.55248 1.85129 0.220 0.031 -0.118
C -2.63882 -0.74673 1.10220 -0.264 -0.201 0.437
O -1.44512 -0.88305 0.50289 0.033 -0.008 0.001
H 1.51100 1.42764 0.58951 -0.150 0.190 0.101
H -3.52928 -0.76519 0.41710 0.024 0.177 -0.080
H -0.26720 0.31810 -0.52781 -0.215 0.075 -0.186
H 0.73186 -0.70226 -1.44729 0.191 0.246 -0.231
C 0.68140 0.33195 -1.08229 0.018 -0.647 0.479
C 1.76911 0.58244 -0.04509 0.058 0.223 0.011
H -2.75898 0.18967 1.71891 -0.054 0.021 -0.165
N 3.10358 0.81976 -0.51182 0.292 -0.123 -0.206
H 1.78428 -0.27012 0.65357 0.007 -0.098 -0.103

=====

Record 3
11
Properties=species:S:1:pos:R:3:forces:R:3 method="wB97M-V/def2-TZVPD" homo_lumo_gap_ev=8.9 e_homo_ev=-8.31 smiles=CN.SS total_charge=0
H -1.92239 -0.59508 3.61942 -1.352 0.370 -0.219
N -1.27072 0.38808 1.94302 -1.266 0.091 2.374
H -1.69248 0.05978 1.12136 -0.272 0.073 -1.703
H 0.70228 -0.15085 -3.10171 0.015 -0.102 0.427
H 1.38766 -0.39689 0.36543 -0.122 -0.021 -0.110
S 0.37053 -0.38083 -0.51174 -0.440 -0.106 0.463
S 1.59861 0.02510 -2.10689 0.652 0.238 -0.918
H -1.23618 1.37428 2.00092 0.809 1.218 -1.442
H -2.45169 1.15573 3.70487 1.031 -1.588 -1.412
C -2.32911 0.22440 2.97686 -0.205 0.662 3.090
H -3.42372 0.18177 2.72546 1.149 -0.835 -0.549

=====

Record 4
61
Properties=species:S:1:pos:R:3:forces:R:3 method="wB97M-V/def2-TZVPD" homo_lumo_gap_ev="5.9 / 6.9" multiplicity=2 e_homo_ev="-10.46 / -10.29" total_charge=+1
H 1.87390 3.73540 3.37392 0.143 0.030 0.082
S 0.38273 2.02280 -1.56628 0.037 -0.606 1.318
C -1.82659 -0.73093 2.86544 0.080 -0.006 -0.096
C -1.81975 2.24479 2.95911 0.134 -0.115 -0.028
S 4.33535 0.42887 -0.92360 -0.052 0.019 -0.038
C -1.02377 -2.44385 -1.00506 -0.122 -0.209 0.092
C 0.68509 -0.88675 -2.93632 0.220 0.163 -0.072
H 0.27676 -5.14905 0.62286 -0.079 0.058 -0.037
Si -0.61907 -0.71141 -1.61868 -0.080 -0.056 0.073
C 1.45041 -0.26554 -5.15657 -0.058 -0.031 -0.011
H 0.48313 2.13567 4.50660 -0.081 -0.109 -0.002
H -3.28122 1.14474 1.78782 -0.105 -0.087 -0.037
S 1.78574 -0.01097 0.55469 -0.635 0.394 -0.005
C -2.61304 -4.28957 -0.92246 -0.008 0.062 -0.047
H 3.71019 -2.28373 -3.63739 -0.078 0.065 -0.023
H -2.27729 -1.16738 0.88457 -0.157 -0.113 -0.020
H -0.79525 -1.56557 1.31973 0.010 -0.257 -0.054
S 3.03597 2.22041 -2.91120 0.127 -0.052 0.044
H -1.66881 3.19087 0.46363 0.138 0.184 -0.004
H 0.84040 4.41738 1.08588 0.054 0.024 0.084
C 2.81010 -1.69499 -3.78355 -0.029 0.018 0.021
C 2.64613 0.78274 -0.70471 0.109 -0.068 -0.073
H 0.20284 4.17735 3.22596 -0.064 0.041 0.121
C -0.11565 -3.24748 -0.29476 -0.115 0.003 0.017
H -1.83525 -0.20699 -2.30897 -0.116 -0.021 0.045
C -0.44819 -4.54213 0.08973 0.012 0.053 -0.040
N -0.60355 1.39604 2.82104 0.080 0.416 -0.500
C 0.93668 3.44425 2.90048 -0.102 -0.035 -0.305
H 1.88034 3.17815 1.08741 -0.018 -0.163 -0.031
N -1.49262 -0.83946 1.43395 0.329 0.323 -0.294
H -1.95719 -6.07559 0.07242 0.022 0.077 -0.017
C -0.76729 0.11051 3.51885 0.108 0.030 -0.047
H 1.27924 0.26060 -6.08922 0.028 -0.023 0.070
H -2.34420 2.02892 3.89361 0.043 -0.034 0.113
H -2.73138 2.20542 -0.25258 -0.081 -0.059 -0.112
Tc -0.36352 0.88906 0.35546 0.343 -0.021 0.115
H 2.02332 -2.20544 -1.86537 -0.008 0.089 -0.051
H 0.86751 -2.86261 -0.03080 -0.072 -0.009 -0.045
N -2.08090 2.26680 0.52217 -0.210 -0.173 0.100
H -1.51061 3.28525 3.01088 0.040 0.014 -0.009
C -2.80291 2.11521 1.80733 0.256 -0.003 -0.193
H -3.58716 -4.69457 -1.17680 0.091 0.044 0.018
H -3.58763 2.86108 1.92884 -0.032 0.113 -0.024
H -1.86106 -1.71085 3.33622 -0.013 -0.129 0.031
C 4.54098 1.40241 -2.40657 0.146 0.074 -0.208
H 0.18990 -0.41440 3.47093 0.015 0.033 0.015
H 3.36309 -1.03787 -5.75495 -0.047 -0.016 0.051
H -0.40178 0.38135 -4.30080 0.116 -0.066 0.015
H -2.80829 -0.28831 2.98922 -0.119 0.000 -0.023
C 2.05497 1.61912 -1.60444 -0.041 0.153 -0.193
N 0.98043 3.47937 1.44254 -0.109 0.069 -0.083
H -2.99979 -2.40839 -1.87453 0.094 -0.073 0.055
C 0.50107 -0.20639 -4.14485 -0.034 0.037 -0.067
C -2.27548 -2.99529 -1.31272 0.012 0.049 0.079
O 5.57551 1.50547 -2.99095 -0.173 -0.047 0.109
C -1.70032 -5.06447 -0.22286 0.076 0.020 0.023
C 0.59826 2.05656 3.41754 -0.094 -0.033 0.032
C 1.85107 -1.64027 -2.77711 0.039 -0.039 -0.088
H 1.43300 1.38167 3.22504 0.016 0.023 -0.011
H -1.00805 0.27320 4.57295 0.012 0.019 0.100
C 2.61347 -1.00120 -4.97272 0.005 -0.049 0.062

=====

Record 5
22
Properties=species:S:1:pos:R:3:forces:R:3 method="wB97M-V/def2-TZVPD" homo_lumo_gap_ev=4.2 e_homo_ev=-1.19 total_charge=-1
H 4.29216 -0.40388 1.51164 -0.154 -0.615 0.702
C 0.58694 -0.60999 -0.16341 2.126 -0.420 -0.650
H 2.99446 -1.61725 -0.53233 0.248 -0.352 0.034
H 4.27733 0.98694 0.53381 0.336 -0.101 -0.043
C 3.00497 -0.53054 -0.35219 0.108 0.207 2.545
H -2.73044 1.89369 -0.51103 -2.473 -0.296 1.763
H 5.44458 -0.33743 0.13875 -1.195 -0.103 -0.157
H -3.08224 -0.19810 1.70642 -0.414 0.250 -1.260
H -4.60523 1.67693 -0.33308 1.282 -0.539 0.833
H -0.22269 -0.09116 0.33353 -0.499 0.163 0.142
H -1.97765 0.12965 0.11987 1.451 1.482 2.723
C -3.63099 1.57407 0.26006 1.372 0.823 -2.276
H -2.52488 0.00282 -1.48787 -0.015 -0.496 1.561
O -2.54142 -1.92145 -0.72167 0.389 4.598 1.760
H 0.44274 -1.74248 0.04535 -0.230 1.082 -0.867
N 1.80191 -0.12163 0.44322 1.298 -0.080 -1.121
C 4.40128 -0.10568 0.49310 -1.797 0.657 -1.730
C -2.60657 -0.62384 -0.50295 -4.146 -5.001 -3.570
H 0.51801 -0.36326 -1.33940 -0.210 -0.718 1.657
H -3.66627 2.32693 1.05443 0.236 -0.376 -0.011
H 3.04835 -0.08513 -1.34919 0.122 0.415 -0.431
C -3.22434 0.16080 0.65294 2.167 -0.577 -1.603

=====

Record 6
29
Properties=species:S:1:pos:R:3:forces:R:3 method="wB97M-V/def2-TZVPD" homo_lumo_gap_ev=9.0 e_homo_ev=-8.19 smiles="CCCCO/C(F)=N/c1ccccc1S" total_charge=0
C 2.46676 -0.51995 0.12814 0.020 -0.200 0.767
F -0.43366 -0.27852 1.00560 0.329 0.610 -0.389
S 4.49005 -1.14139 -2.20051 -1.938 0.810 1.090
H 5.31422 -2.25597 2.23056 0.080 -0.049 0.035
H -4.18834 2.09705 -1.47416 -0.030 0.034 -0.094
H -2.37315 -0.30937 -0.99001 0.061 -0.056 -0.032
H 5.53968 -1.93592 -0.16173 0.107 -0.069 -0.009
C -2.53368 0.74826 -1.20870 0.083 0.306 0.052
C 3.67200 -0.99590 -0.50351 0.199 -0.064 -0.511
H -4.48037 1.12897 0.80680 -0.040 0.005 0.135
C 4.51847 -1.78403 1.67598 -0.027 0.001 -0.102
H -5.86564 0.75096 -0.21171 -0.129 -0.004 0.078
H 3.56813 -0.49134 -2.92173 -0.007 0.030 -0.101
H 3.21105 -1.46053 3.35038 -0.015 0.021 0.137
O -0.43108 1.56041 -0.28618 -0.150 0.346 0.166
C -4.03178 1.02864 -1.31097 0.134 -0.180 0.092
H -2.10799 2.65190 -0.25879 0.031 -0.121 0.029
C 4.63194 -1.59674 0.31681 0.073 -0.106 0.205
C 0.24603 0.52005 0.11547 1.958 -1.679 -0.823
C 2.40381 -0.73059 1.52098 -0.026 -0.036 0.112
H -2.05263 0.97249 -2.16387 0.028 -0.039 0.026
N 1.39441 0.26967 -0.35886 -0.108 0.366 -0.505
H -2.13604 1.27129 0.86918 0.091 0.154 -0.138
C 3.36581 -1.34280 2.28988 -0.034 0.013 -0.047
H -4.64709 -0.48210 0.10427 0.003 -0.109 0.071
C -1.85250 1.59706 -0.13569 -0.690 -0.185 -0.058
C -4.80129 0.57972 -0.07568 0.021 0.116 -0.161
H -4.41944 0.50190 -2.18576 -0.011 0.093 -0.016
H 1.53232 -0.35324 2.03381 -0.011 -0.009 -0.010